[1]
90
Properties=species:S:1:pos:R:3 method="wB97M-V/def2-TZVPD" lumo_ev=0.299 total_charge=0 largest_force_ha_per_bohr=0.0377 gap_ev=9.8 smiles=ClC(Cl)Cl.ClC(Cl)Cl.ClC(Cl)Cl.CCOCC.CCOCC.CCOCC.CCOCC.CCOCC
C 24.572 19.590 3.978
Cl 25.067 18.367 2.797
Cl 25.933 20.221 4.950
Cl 23.276 19.033 5.113
H 24.041 20.454 3.578
C 23.770 15.152 2.993
Cl 22.148 15.726 2.573
Cl 24.928 15.072 1.646
Cl 23.753 13.624 3.756
H 24.034 15.867 3.773
C 24.422 24.979 2.674
Cl 26.166 25.166 2.390
Cl 23.826 23.274 2.592
Cl 23.486 26.046 1.611
H 24.153 25.289 3.684
C 25.323 16.532 6.743
C 25.888 16.925 8.080
O 25.087 16.409 9.066
C 25.567 16.752 10.363
C 24.515 16.247 11.295
H 25.142 15.464 6.625
H 24.391 17.067 6.565
H 25.978 16.956 5.982
H 26.921 16.578 8.104
H 25.922 18.012 8.155
H 26.487 16.200 10.558
H 25.746 17.821 10.476
H 24.193 15.215 11.162
H 23.585 16.726 10.992
H 24.715 16.400 12.355
C 20.342 21.586 -0.865
C 20.715 20.142 -0.559
O 22.071 19.927 -0.803
C 22.355 18.575 -0.458
C 23.811 18.260 -0.651
H 20.497 21.810 -1.920
H 19.301 21.651 -0.548
H 20.981 22.207 -0.238
H 20.414 19.904 0.462
H 20.142 19.471 -1.198
H 22.188 18.348 0.595
H 21.785 17.895 -1.091
H 24.046 17.213 -0.456
H 24.421 18.749 0.108
H 24.055 18.497 -1.687
C 23.226 22.759 5.994
C 22.221 23.843 6.425
O 21.904 24.747 5.353
C 21.147 25.883 5.789
C 20.975 26.858 4.574
H 24.128 23.232 5.606
H 23.444 21.955 6.697
H 22.892 22.199 5.120
H 21.271 23.531 6.859
H 22.652 24.360 7.282
H 20.181 25.659 6.241
H 21.777 26.380 6.527
H 20.770 27.883 4.884
H 20.140 26.643 3.907
H 21.884 26.861 3.973
C 22.591 19.316 8.613
C 21.390 20.265 8.747
O 21.423 21.124 9.894
C 20.361 22.079 9.960
C 20.379 22.659 11.355
H 22.319 18.660 7.786
H 23.548 19.796 8.410
H 22.724 18.859 9.594
H 21.230 20.877 7.860
H 20.503 19.649 8.895
H 20.351 22.846 9.186
H 19.414 21.560 9.812
H 19.947 21.821 11.903
H 19.716 23.516 11.478
H 21.357 22.810 11.812
C 28.442 19.706 -3.088
C 29.181 20.310 -1.967
O 29.197 19.274 -1.011
C 28.355 19.515 0.137
C 28.137 18.176 0.785
H 27.397 19.493 -2.864
H 28.560 20.378 -3.937
H 28.988 18.822 -3.420
H 30.155 20.554 -2.391
H 28.875 21.277 -1.569
H 28.820 20.250 0.794
H 27.358 19.844 -0.157
H 27.761 17.404 0.113
H 27.345 18.150 1.532
H 29.018 17.793 1.300

***

[2]
92
Properties=species:S:1:pos:R:3 method="wB97M-V/def2-TZVPD" lumo_ev=0.505 total_charge=0 relative_energy_kj_mol=0.0 largest_force_ha_per_bohr=0.0295 gap_ev=8.4
C 4.562 -0.898 6.823
C 3.842 -1.505 5.619
O 3.213 -2.716 5.998
C 2.822 -3.541 4.913
C 2.210 -2.791 3.741
O 1.359 -3.654 2.983
Si 1.507 -3.584 1.328
C 0.071 -4.467 0.540
C 0.035 -4.406 -0.996
C -0.642 -3.153 -1.560
C -1.274 -3.354 -2.942
C -0.359 -2.907 -4.092
N 1.071 -3.189 -3.803
C 3.111 -4.508 0.934
O 3.330 -4.591 -0.471
C 4.256 -5.591 -0.792
O 4.233 -5.789 -2.168
C 5.461 -5.552 -2.813
C 5.356 -6.051 -4.249
O 4.435 -5.250 -4.986
O 1.732 -2.016 0.784
Si 0.606 -0.843 1.099
N 1.413 0.237 2.310
C 0.773 0.549 3.280
S -0.010 0.880 4.610
P 0.073 0.394 -0.649
C -0.550 1.931 0.187
C 1.704 0.786 -1.489
C 2.075 2.274 -1.419
H 3.894 -0.234 7.370
H 5.348 -0.251 6.427
H 4.985 -1.662 7.470
H 3.123 -0.762 5.262
H 4.589 -1.723 4.844
H 3.713 -4.100 4.583
H 2.125 -4.286 5.293
H 1.606 -1.962 4.121
H 2.994 -2.347 3.119
H 0.165 -5.517 0.841
H -0.869 -4.119 0.980
H -0.542 -5.271 -1.341
H 1.018 -4.502 -1.457
H 0.122 -2.377 -1.652
H -1.385 -2.754 -0.864
H -1.608 -4.382 -3.095
H -2.161 -2.715 -2.989
H -0.626 -3.421 -5.016
H -0.473 -1.833 -4.265
H 1.509 -3.564 -4.636
H 1.569 -2.326 -3.625
H 3.929 -3.919 1.380
H 3.066 -5.495 1.408
H 3.986 -6.536 -0.296
H 5.257 -5.306 -0.427
H 6.288 -6.089 -2.331
H 5.700 -4.482 -2.862
H 6.342 -6.045 -4.716
H 4.936 -7.057 -4.226
H 4.919 -4.591 -5.490
H -0.560 -1.443 1.775
H 0.285 2.417 0.699
H -1.227 1.600 0.973
H -1.046 2.589 -0.510
H 2.478 0.218 -0.968
H 1.653 0.445 -2.521
H 1.239 2.906 -1.719
H 2.368 2.549 -0.407
H 2.913 2.458 -2.093
C -3.515 3.818 0.706
O -3.344 2.751 0.144
N -3.993 4.929 0.119
C -4.167 6.165 0.850
C -4.343 4.883 -1.294
H -3.281 3.961 1.775
H -5.214 6.465 0.826
H -3.567 6.959 0.401
H -3.860 6.030 1.886
H -5.108 4.124 -1.460
H -3.461 4.608 -1.875
H -4.714 5.853 -1.629
C -6.853 8.239 -2.074
O -5.807 7.626 -1.958
N -7.436 8.979 -1.115
C -8.683 9.684 -1.344
C -6.802 9.081 0.188
H -7.422 8.242 -3.019
H -8.540 10.757 -1.199
H -9.447 9.332 -0.649
H -9.027 9.510 -2.361
H -5.802 9.505 0.088
H -6.711 8.093 0.638
H -7.402 9.716 0.835

***

[3]
89
Properties=species:S:1:pos:R:3 method="wB97M-V/def2-TZVPD" lumo_ev=0.400 total_charge=0 relative_energy_kj_mol=0.0 largest_force_ha_per_bohr=0.0162 gap_ev=9.5 smiles="NCCCCOC(=O)O.COCCOCCOC.COCCOCCOC.COCCOCCOC"
N 4.378 -1.453 -1.487
C 3.444 -0.346 -1.690
C 2.561 -0.148 -0.450
C 1.225 0.541 -0.745
C 0.107 -0.374 -1.227
O 0.524 -1.204 -2.319
C 1.059 -2.416 -2.134
O 1.748 -2.919 -2.954
O 0.689 -3.070 -0.991
H 4.997 -1.539 -2.287
H 3.868 -2.330 -1.432
H 2.819 -0.460 -2.585
H 4.036 0.562 -1.834
H 2.394 -1.119 0.038
H 3.118 0.444 0.281
H 1.382 1.350 -1.465
H 0.841 1.013 0.166
H -0.727 0.217 -1.603
H -0.286 -0.987 -0.412
H 0.957 -2.587 -0.201
C -4.386 -2.210 2.413
O -4.586 -0.867 2.039
C -3.385 -0.123 1.991
C -3.537 1.101 1.119
O -3.586 0.836 -0.273
C -4.816 0.345 -0.785
C -5.900 1.394 -0.889
O -6.466 1.667 0.380
C -7.099 2.923 0.438
H -3.988 -2.291 3.431
H -5.354 -2.706 2.374
H -3.698 -2.716 1.726
H -2.568 -0.753 1.613
H -3.115 0.220 3.001
H -2.645 1.714 1.268
H -4.405 1.682 1.437
H -5.174 -0.512 -0.211
H -4.585 0.011 -1.799
H -6.680 1.024 -1.569
H -5.477 2.309 -1.322
H -6.400 3.733 0.199
H -7.463 3.058 1.456
H -7.949 2.981 -0.252
C 10.190 -1.591 -6.978
O 9.078 -2.428 -6.766
C 9.307 -3.763 -7.175
C 8.379 -4.716 -6.458
O 8.742 -4.957 -5.109
C 8.333 -3.988 -4.158
C 6.890 -4.125 -3.730
O 6.018 -3.627 -4.725
C 4.709 -4.144 -4.607
H 10.426 -1.493 -8.044
H 9.938 -0.609 -6.583
H 11.077 -1.969 -6.458
H 10.346 -4.049 -6.970
H 9.135 -3.856 -8.257
H 8.464 -5.684 -6.956
H 7.345 -4.373 -6.538
H 8.528 -2.973 -4.513
H 8.953 -4.174 -3.278
H 6.750 -3.565 -2.793
H 6.672 -5.182 -3.528
H 4.710 -5.238 -4.658
H 4.124 -3.747 -5.434
H 4.235 -3.835 -3.669
C -6.168 1.366 4.094
O -5.291 2.391 4.512
C -5.631 3.651 3.971
C -5.067 4.772 4.813
O -5.770 4.982 6.026
C -5.449 4.121 7.105
C -4.190 4.512 7.845
O -3.037 4.143 7.112
C -1.897 4.880 7.485
H -6.110 1.203 3.012
H -5.863 0.449 4.595
H -7.205 1.595 4.366
H -6.723 3.758 3.915
H -5.227 3.743 2.952
H -5.190 5.698 4.246
H -4.001 4.613 4.992
H -5.390 3.079 6.780
H -6.281 4.220 7.806
H -4.187 4.007 8.821
H -4.198 5.595 8.020
H -2.056 5.956 7.349
H -1.077 4.558 6.845
H -1.621 4.698 8.531

***

[4]
92
Properties=species:S:1:pos:R:3 method="wB97M-V/def2-TZVPD" lumo_ev=-0.360 total_charge=0 relative_energy_kj_mol=797.4 largest_force_ha_per_bohr=0.1688 gap_ev=8.8
C -3.045 -2.353 2.879
C -3.007 -1.120 1.797
C -2.786 0.368 2.449
O -2.578 0.439 3.782
O -2.787 1.647 1.696
C -1.455 1.904 1.096
C -0.500 2.868 2.063
Si 1.066 1.765 2.484
C 2.226 1.770 0.946
C 2.533 0.294 0.301
C 1.547 -0.069 -0.999
S 2.651 -0.886 -2.318
O 1.774 -1.864 -3.175
O 3.262 0.281 -3.173
O 3.928 -1.805 -1.602
O 1.915 2.617 3.773
Si 2.780 1.495 4.819
C 4.127 0.497 3.868
C 4.357 -1.039 4.402
C 4.340 -2.324 3.331
N 4.610 -1.311 5.728
H -2.595 -3.308 2.341
H -2.420 -2.168 3.852
H -4.162 -2.618 3.142
H -2.193 -1.408 0.979
H -4.051 -1.107 1.238
H -1.494 2.397 0.035
H -0.957 0.831 0.953
H -0.190 3.875 1.547
H -1.039 3.091 3.099
H 0.544 0.456 2.860
H 3.281 2.256 1.199
H 1.698 2.440 0.122
H 2.528 -0.583 1.081
H 3.627 0.361 -0.171
H 0.703 -0.776 -0.601
H 1.131 0.914 -1.521
H 4.711 -1.184 -1.461
H 3.511 2.325 5.811
H 1.843 0.690 5.591
H 3.952 0.422 2.700
H 5.142 1.112 3.989
H 5.375 -2.400 2.744
H 4.220 -3.349 3.901
H 3.439 -2.140 2.588
H 4.715 -2.348 5.796
C 3.330 6.872 -0.569
O 3.081 5.903 -1.572
C 1.983 6.248 -2.417
C 2.237 5.781 -3.851
O 3.195 6.579 -4.567
C 4.559 6.468 -4.136
C 5.203 5.115 -4.455
O 4.727 4.111 -3.555
C 4.630 2.835 -4.159
H 2.533 6.857 0.180
H 4.281 6.624 -0.084
H 3.426 7.872 -1.004
H 1.809 7.331 -2.415
H 1.095 5.746 -2.018
H 1.300 5.885 -4.410
H 2.501 4.722 -3.896
H 4.660 6.731 -3.083
H 5.101 7.237 -4.699
H 6.287 5.185 -4.320
H 4.989 4.847 -5.493
H 4.058 2.880 -5.088
H 4.101 2.169 -3.468
H 5.629 2.427 -4.345
C -6.824 -7.156 1.864
O -6.129 -6.831 0.673
C -6.667 -7.478 -0.480
C -6.564 -6.571 -1.707
O -7.514 -5.493 -1.722
C -7.304 -4.452 -0.756
C -6.070 -3.586 -1.034
O -4.876 -4.294 -0.687
C -3.786 -3.973 -1.530
H -6.626 -8.193 2.147
H -6.467 -6.493 2.659
H -7.901 -6.991 1.746
H -7.717 -7.756 -0.323
H -6.081 -8.389 -0.645
H -6.799 -7.175 -2.592
H -5.548 -6.198 -1.856
H -7.302 -4.852 0.258
H -8.187 -3.808 -0.831
H -6.107 -2.687 -0.412
H -6.063 -3.294 -2.087
H -4.054 -4.081 -2.583
H -2.971 -4.673 -1.315
H -3.437 -2.955 -1.328

***

[5]
90
Properties=species:S:1:pos:R:3 method="wB97M-V/def2-TZVPD" lumo_ev=-3.267 total_charge=+1 largest_force_ha_per_bohr=0.0226 gap_ev=7.2
C -2.982 -2.623 1.345
C -3.079 -3.723 0.286
I -5.095 -3.928 -0.432
C -1.975 -3.612 -0.765
I -2.032 -5.293 -2.132
C -1.817 -2.249 -1.481
C -3.077 -1.453 -1.768
C -2.743 -0.226 -2.657
N -1.303 -0.049 -2.949
C -0.610 -1.187 -3.178
N 0.572 -1.147 -3.729
N -1.100 -2.438 -2.799
H -3.439 -1.688 1.048
H -3.498 -2.973 2.235
H -1.938 -2.485 1.632
H -2.909 -4.661 0.804
H -1.062 -3.792 -0.203
H -1.123 -1.625 -0.918
H -3.754 -2.084 -2.341
H -3.609 -1.144 -0.879
H -3.085 0.689 -2.189
H -3.262 -0.312 -3.604
H -0.817 0.581 -2.323
H 0.940 -0.304 -4.153
H 1.121 -1.990 -3.728
H -1.804 -2.696 -3.495
C 1.979 1.485 3.068
O 2.633 0.351 3.607
C 1.806 -0.430 4.457
C 1.326 -1.684 3.767
O 0.439 -1.386 2.690
C 1.056 -1.467 1.426
H 2.641 1.918 2.320
H 1.030 1.216 2.595
H 1.792 2.233 3.845
H 0.956 0.158 4.814
H 2.408 -0.716 5.324
H 0.776 -2.299 4.483
H 2.180 -2.263 3.407
H 1.269 -2.512 1.168
H 1.981 -0.886 1.382
H 0.352 -1.061 0.696
C 3.024 2.020 9.668
O 3.019 1.174 8.531
C 2.950 1.878 7.303
C 4.296 1.947 6.618
O 5.211 2.748 7.343
C 6.154 1.999 8.088
H 3.239 1.398 10.534
H 3.789 2.795 9.588
H 2.045 2.490 9.806
H 2.551 2.885 7.456
H 2.254 1.332 6.657
H 4.168 2.405 5.631
H 4.695 0.938 6.471
H 6.870 1.504 7.423
H 5.666 1.249 8.716
H 6.694 2.697 8.725
C 6.035 -0.614 -4.275
O 5.837 -0.251 -5.629
C 4.625 -0.725 -6.181
C 3.590 0.373 -6.274
O 3.166 0.815 -4.986
C 3.764 2.046 -4.598
H 6.907 -0.071 -3.917
H 5.173 -0.348 -3.656
H 6.229 -1.688 -4.185
H 4.237 -1.567 -5.596
H 4.841 -1.088 -7.190
H 2.708 -0.012 -6.798
H 3.985 1.211 -6.852
H 3.362 2.874 -5.190
H 4.848 2.012 -4.711
H 3.523 2.214 -3.549
C -8.852 1.870 -3.526
O -7.739 2.368 -4.250
C -6.694 2.849 -3.428
C -5.553 1.861 -3.356
O -5.928 0.666 -2.681
C -6.214 -0.406 -3.558
H -9.515 1.388 -4.241
H -8.549 1.141 -2.770
H -9.395 2.688 -3.041
H -7.061 3.074 -2.423
H -6.325 3.780 -3.870
H -4.727 2.312 -2.794
H -5.195 1.634 -4.366
H -5.291 -0.777 -4.023
H -6.911 -0.120 -4.348
H -6.653 -1.212 -2.972